The following is a DFT calculation (the ωB97M-V functional and the def2-TZVPD basis) of an isolated molecule of C20H21ClFN5O in a non-equilibrium geometry.

Atoms and positions in Å:
C  -2.757  -5.735  -0.922
O  -2.770  -4.224  -0.925
C  -1.816  -3.741  -0.130
N  -1.617  -4.206  1.123
C  -0.719  -3.446  1.788
C  -0.092  -2.257  1.321
C  0.671  -1.433  2.264
C  1.835  -0.835  1.761
C  2.495  0.107  2.599
C  2.186  0.328  3.906
F  2.711  1.285  4.725
C  1.220  -0.520  4.444
Cl  1.044  -0.418  6.142
C  0.430  -1.481  3.623
C  -0.408  -1.940  0.038
N  -0.208  -0.700  -0.540
C  -1.395  0.174  -0.184
C  -0.908  1.644  -0.329
C  -0.105  1.908  -1.591
C  0.700  3.165  -1.503
N  1.966  3.281  -1.002
C  2.426  4.653  -1.136
N  1.469  5.215  -1.819
C  0.423  4.372  -2.081
C  -0.902  4.605  -2.732
C  0.806  0.703  -2.065
C  0.046  -0.621  -1.983
N  -1.170  -2.725  -0.690
H  -1.773  -6.153  -1.071
H  -3.501  -6.232  -1.648
H  -3.008  -6.032  0.094
H  -0.511  -3.911  2.732
H  2.210  -0.985  0.762
H  3.261  0.644  2.174
H  -0.262  -2.200  4.111
H  -1.706  -0.029  0.822
H  -2.206  0.055  -0.870
H  -0.426  2.003  0.627
H  -1.824  2.237  -0.301
H  -0.866  2.052  -2.358
H  2.459  2.661  -0.376
H  3.343  4.978  -0.674
H  -1.552  3.942  -2.282
H  -0.960  4.330  -3.807
H  -1.123  5.638  -2.520
H  1.212  0.954  -3.123
H  1.684  0.706  -1.458
H  0.797  -1.345  -2.268
H  -0.808  -0.471  -2.667

Frontier orbital gap, eV: 8.506
Total energy, eV: -45816.281
Highest occupied orbital energy, eV: -8.24
F_max, eV/Å: 5.34

List of natural (NBO) charges in e, atom by atom: number 1, C, carries -0.2742; number 2, O, carries -0.4867; number 3, C, carries 0.6751; number 4, N, carries -0.4936; number 5, C, carries 0.1204; number 6, C, carries -0.1950; number 7, C, carries -0.0434; number 8, C, carries -0.1735; number 9, C, carries -0.2521; number 10, C, carries 0.3439; number 11, F, carries -0.3065; number 12, C, carries -0.0938; number 13, Cl, carries 0.0423; number 14, C, carries -0.2013; number 15, C, carries 0.4526; number 16, N, carries -0.4836; number 17, C, carries -0.2060; number 18, C, carries -0.3968; number 19, C, carries -0.2608; number 20, C, carries 0.1237; number 21, N, carries -0.5426; number 22, C, carries 0.1441; number 23, N, carries -0.4576; number 24, C, carries 0.0998; number 25, C, carries -0.6318; number 26, C, carries -0.3639; number 27, C, carries -0.2300; number 28, N, carries -0.5043; number 29, H, carries 0.1874; number 30, H, carries 0.2095; number 31, H, carries 0.2024; number 32, H, carries 0.1987; number 33, H, carries 0.2317; number 34, H, carries 0.2168; number 35, H, carries 0.2417; number 36, H, carries 0.2127; number 37, H, carries 0.1862; number 38, H, carries 0.2100; number 39, H, carries 0.2095; number 40, H, carries 0.2145; number 41, H, carries 0.4015; number 42, H, carries 0.2074; number 43, H, carries 0.2065; number 44, H, carries 0.2130; number 45, H, carries 0.2326; number 46, H, carries 0.2101; number 47, H, carries 0.1905; number 48, H, carries 0.2177; number 49, H, carries 0.1952

The following is a DFT calculation (the ωB97M-V functional and the def2-TZVPD basis) of a structure of composition C20H22BF6IN4O7PdS3.

Atoms and positions in Å:
Pd  -1.480  -2.715  -0.132
F  2.104  -0.035  0.431
C  2.513  -1.291  0.424
F  3.061  -1.606  1.572
F  3.332  -1.507  -0.575
S  1.006  -2.364  0.209
O  0.231  -1.950  -1.018
O  0.031  -2.088  1.298
N  1.629  -3.746  0.170
S  0.681  -5.060  0.033
O  0.105  -5.164  -1.276
O  -0.211  -5.191  1.153
C  1.996  -6.356  0.189
F  2.864  -6.222  -0.793
F  2.594  -6.244  1.357
F  1.374  -7.523  0.099
N  -6.689  -0.796  -1.660
C  -5.811  -1.112  -0.707
S  -6.067  -2.274  0.427
C  -4.507  -0.345  -0.752
C  -3.691  -0.342  0.386
C  -2.473  0.284  0.344
N  -2.050  0.910  -0.779
C  -2.826  0.940  -1.880
C  -4.057  0.323  -1.891
H  -7.577  -1.276  -1.664
H  -6.576  -0.036  -2.310
H  -4.020  -0.846  1.283
H  -1.809  0.336  1.197
H  -2.422  1.465  -2.734
H  -4.616  0.366  -2.815
N  -3.535  -5.337  1.973
C  -3.201  -4.636  0.923
O  -2.887  -3.416  1.062
C  -3.247  -5.276  -0.442
I  -2.989  -3.772  -1.945
H  -3.434  -4.931  2.894
H  -3.839  -6.297  1.904
H  -4.209  -5.755  -0.617
H  -2.428  -5.984  -0.567
C  5.057  5.425  -0.036
C  3.894  4.951  0.838
C  4.465  4.057  1.947
C  3.207  6.173  1.461
C  2.853  4.175  0.030
C  2.847  4.179  -1.369
C  1.882  3.523  -2.133
C  0.918  2.853  -1.427
O  -0.177  2.108  -1.911
B  -0.767  1.702  -0.765
O  -0.194  2.074  0.402
C  0.907  2.835  -0.043
C  1.845  3.479  0.717
H  5.803  5.908  0.595
H  4.742  6.161  -0.778
H  5.545  4.597  -0.552
H  5.259  4.587  2.474
H  4.891  3.139  1.537
H  3.715  3.788  2.691
H  3.925  6.753  2.043
H  2.397  5.879  2.130
H  2.792  6.825  0.692
H  3.624  4.709  -1.897
H  1.902  3.542  -3.212
H  1.800  3.448  1.796

Frontier orbital gap, eV: 5.182
Total energy, eV: -102444.394
Highest occupied orbital energy, eV: -13.42
Charge: +2
Energy relative to the best compared isomer or geometry (same formula, charge and spin), kJ/mol: 0.0
F_max, eV/Å: 0.53

List of natural (NBO) charges in e, atom by atom: number 1, Pd, carries 0.8842; number 2, F, carries -0.2893; number 3, C, carries 0.8118; number 4, F, carries -0.2644; number 5, F, carries -0.2649; number 6, S, carries 2.1304; number 7, O, carries -0.8922; number 8, O, carries -0.9022; number 9, N, carries -1.1511; number 10, S, carries 2.1961; number 11, O, carries -0.9239; number 12, O, carries -0.9359; number 13, C, carries 0.7703; number 14, F, carries -0.2790; number 15, F, carries -0.2801; number 16, F, carries -0.2891; number 17, N, carries -0.7279; number 18, C, carries 0.0595; number 19, S, carries -0.0685; number 20, C, carries 0.0228; number 21, C, carries -0.2124; number 22, C, carries 0.0829; number 23, N, carries -0.4983; number 24, C, carries 0.1290; number 25, C, carries -0.2393; number 26, H, carries 0.4359; number 27, H, carries 0.4065; number 28, H, carries 0.2884; number 29, H, carries 0.2685; number 30, H, carries 0.2642; number 31, H, carries 0.2496; number 32, N, carries -0.7003; number 33, C, carries 0.6971; number 34, O, carries -0.6246; number 35, C, carries -0.6208; number 36, I, carries 0.4706; number 37, H, carries 0.4467; number 38, H, carries 0.4355; number 39, H, carries 0.2804; number 40, H, carries 0.3009; number 41, C, carries -0.6098; number 42, C, carries -0.0856; number 43, C, carries -0.5990; number 44, C, carries -0.5958; number 45, C, carries 0.0473; number 46, C, carries -0.1934; number 47, C, carries -0.2201; number 48, C, carries 0.1872; number 49, O, carries -0.6277; number 50, B, carries 1.1881; number 51, O, carries -0.6419; number 52, C, carries 0.2730; number 53, C, carries -0.2602; number 54, H, carries 0.2290; number 55, H, carries 0.2132; number 56, H, carries 0.2139; number 57, H, carries 0.2274; number 58, H, carries 0.2115; number 59, H, carries 0.2009; number 60, H, carries 0.2251; number 61, H, carries 0.2050; number 62, H, carries 0.2167; number 63, H, carries 0.2389; number 64, H, carries 0.2471; number 65, H, carries 0.2418

Q: Look up the total energy of the first one.
A: -45816.281 eV

Q: Which of these has the highest frontier orbital gap?
A: C20H21ClFN5O